(1)
10
Properties=species:S:1:pos:R:3:nbo_charge:R:1 method="wB97M-V/def2-TZVPD" charge=+1 relative_energy_kcal_mol=35.60 orbital_gap_ev=11.819 lumo_ev=-3.86 smiles=NC[NH3+]
N -1.32440 -0.02882 -0.61321 -0.8059
C -0.09510 0.22692 0.58260 -0.0976
N 1.05744 -0.46336 -0.00423 -0.6784
H -1.39309 0.78572 -1.13280 0.3684
H -2.21378 -0.03779 0.04028 0.3967
H -0.44548 -0.21580 1.44664 0.2203
H 0.22055 1.31649 0.82338 0.2345
H 1.01056 -1.30528 0.46650 0.4429
H 0.77807 -0.60384 -0.95378 0.4626
H 1.99952 -0.07109 -0.04125 0.4567



(2)
54
Properties=species:S:1:pos:R:3:nbo_charge:R:1 method="wB97M-V/def2-TZVPD" charge=-2 relative_energy_kcal_mol=0.00 orbital_gap_ev=6.088 lumo_ev=4.12
Ca -1.26730 -0.50197 -0.46798 1.7744
N -2.33914 0.64044 1.48509 -0.6854
C -2.61917 1.14714 2.49520 0.5494
N -3.02652 1.76249 3.56249 -0.7228
C -2.18409 2.12403 4.50190 0.4580
N -1.52162 2.50187 5.38083 -0.5615
C -2.38840 -7.68831 -3.46803 -0.6145
C -2.10673 -6.59696 -2.46618 -0.0604
C -1.28474 -6.81535 -1.37146 -0.2314
C -1.02377 -5.81754 -0.43599 -0.0912
C -0.11953 -6.12573 0.72458 -0.6288
C -1.60010 -4.54272 -0.58751 -0.0445
Se -1.24984 -3.20312 0.74284 -0.6075
C -2.43135 -4.30833 -1.69690 -0.0593
C -3.04286 -2.96531 -1.96295 -0.6509
C -2.66756 -5.33538 -2.60661 -0.2199
H -1.72151 -8.53890 -3.31433 0.1967
H -2.25145 -7.33180 -4.49144 0.2064
H -3.41688 -8.05191 -3.38544 0.1987
H -0.82357 -7.79134 -1.23788 0.1786
H 0.21623 -7.16542 0.68964 0.1819
H -0.62898 -5.94413 1.67280 0.2248
H 0.74954 -5.46471 0.72020 0.2264
H -2.30988 -2.27847 -2.39573 0.2447
H -3.44237 -2.52751 -1.04593 0.2164
H -3.84297 -3.03600 -2.69901 0.2132
H -3.30053 -5.12712 -3.46497 0.1927
C 0.81348 4.39350 3.12530 -0.6113
C 1.67036 4.31684 1.86688 -0.4109
C 1.85888 2.89017 1.35888 -0.6019
S 0.35695 2.26112 0.54867 1.2630
O 0.58830 0.77416 0.42723 -1.0497
C 0.60370 2.91930 -1.11688 -0.6250
C 1.78466 2.29951 -1.86576 -0.4404
C 2.75856 3.34986 -2.39011 -0.5974
H 0.64353 5.42847 3.42601 0.2008
H 1.28427 3.87112 3.95887 0.2111
H -0.15874 3.92520 2.97877 0.2315
H 2.65924 4.74405 2.05745 0.1983
H 1.23102 4.92988 1.07290 0.1977
H 2.02014 2.18570 2.17716 0.2385
H 2.68850 2.79907 0.65800 0.2220
H 0.68562 4.00519 -1.00562 0.2079
H -0.33086 2.70757 -1.64535 0.3024
H 1.37403 1.71490 -2.68869 0.2718
H 2.30405 1.58684 -1.22022 0.2110
H 2.24821 4.05432 -3.05064 0.2028
H 3.56549 2.88454 -2.95939 0.2037
H 3.20820 3.92520 -1.57414 0.1793
O -0.42119 -0.46766 -2.64024 -1.1362
S -1.50809 0.39178 -3.23371 2.1532
O -0.99859 1.74313 -3.48105 -1.0462
O -2.55768 0.42098 -2.15585 -1.1326
S -2.22418 -0.41884 -4.88086 -0.7278



(3)
72
Properties=species:S:1:pos:R:3:mulliken_charge:R:1 method="wB97M-V/def2-TZVPD" charge=+1 relative_energy_kcal_mol=0.00 orbital_gap_ev="7.301 / 7.269" s_squared=6.015 lumo_ev="-2.70 / -4.51" multiplicity=5
Os -0.47835 -0.32507 0.97741 0.9933
C 0.85976 0.45911 -2.56018 -1.0518
C 1.29365 -0.89778 -1.98174 -0.8411
P 0.08271 -1.75647 -0.91647 0.7145
C 1.06028 -2.97079 0.02416 0.4079
C 0.53833 -3.47808 1.21520 -0.0632
C 1.27960 -4.35681 1.99178 -1.0076
C 2.54791 -4.73853 1.58418 -0.5442
C 3.07002 -4.25321 0.39140 -0.7562
C 2.33093 -3.37765 -0.38707 -0.4717
C -1.02327 -2.69465 -2.00108 0.9067
C -1.44289 -2.17761 -3.22889 -0.2257
C -2.30270 -2.90385 -4.03625 -0.9522
C -2.76004 -4.14781 -3.62508 -0.5273
C -2.34867 -4.66677 -2.40790 -0.7429
C -1.48268 -3.94732 -1.59858 -0.9238
C 0.83756 1.63542 -1.58849 -1.2882
P -0.47991 1.64214 -0.32053 1.0351
C -2.02111 1.94187 -1.22998 0.4151
C -2.57450 3.21859 -1.31424 -0.6561
C -3.74921 3.42172 -2.02529 -0.7375
C -4.37855 2.35707 -2.65227 -0.6185
C -3.84009 1.08148 -2.55930 -0.9323
C -2.67404 0.87468 -1.84316 -0.3178
C -0.22266 3.13422 0.66294 0.4453
C -0.98111 3.29080 1.82351 -0.1684
C -0.82835 4.42370 2.60149 -0.7653
C 0.09387 5.39941 2.23844 -0.5402
C 0.84795 5.25002 1.08689 -0.7987
C 0.68333 4.12267 0.29105 -0.5592
H -0.10245 0.39934 -3.07073 0.1061
H 1.58315 0.71170 -3.33796 0.4838
H 2.17605 -0.75313 -1.35147 0.5386
H 1.58302 -1.56591 -2.79601 0.6724
H -0.45506 -3.18812 1.54526 0.5402
H 0.86244 -4.73729 2.91453 0.4435
H 3.13020 -5.41986 2.19020 0.4326
H 4.05488 -4.56193 0.06734 0.4361
H 2.76014 -3.01803 -1.31304 0.3707
H -1.09646 -1.21596 -3.58118 0.1997
H -2.61010 -2.49698 -4.99047 0.4595
H -3.43089 -4.71507 -4.25624 0.3979
H -2.69676 -5.63933 -2.08702 0.4291
H -1.16199 -4.37179 -0.65716 0.3407
H 0.67237 2.55013 -2.16541 0.7887
H 1.80192 1.74385 -1.08474 0.5114
H -2.09264 4.06101 -0.83570 0.4167
H -4.17058 4.41624 -2.08278 0.4429
H -5.29713 2.51989 -3.20021 0.3964
H -4.33912 0.24139 -3.02471 0.4937
H -2.30296 -0.13579 -1.72642 0.4894
H -1.69007 2.52510 2.11916 0.3699
H -1.42306 4.54317 3.49730 0.4358
H 0.21929 6.27742 2.85812 0.4092
H 1.56387 6.00862 0.80034 0.4360
H 1.27229 4.02400 -0.61079 0.3623
Br -2.79295 -0.44900 1.74637 -0.5038
C 2.83034 0.00629 1.74641 -1.1384
C 1.91173 0.38415 2.90582 2.8716
C 2.24760 -0.46953 4.13911 -1.8646
C 2.09504 1.86840 3.26015 -1.6711
C 0.46749 0.14155 2.57317 -1.2155
H 3.87745 0.13596 2.02705 0.5736
H 2.64303 0.64222 0.87461 0.1203
H 2.68216 -1.03473 1.44956 0.0480
H 3.23211 -0.19728 4.52399 0.4558
H 2.26434 -1.53343 3.89424 0.3457
H 1.51939 -0.31600 4.93702 0.4258
H 3.14728 2.04516 3.49144 0.4919
H 1.50494 2.14366 4.13548 0.4168
H 1.81290 2.52328 2.43466 0.2176
H -0.19098 0.34613 3.42878 0.5955



(4)
59
Properties=species:S:1:pos:R:3:nbo_charge:R:1 method="wB97M-V/def2-TZVPD" charge=+1 relative_energy_kcal_mol=19.96 orbital_gap_ev=8.831 lumo_ev=-2.72
Mg 3.81684 -25.38068 -7.62751 1.8468
O 4.12243 -26.95737 -6.69874 -1.4046
H 4.25213 -27.48834 -5.88894 0.4676
C 1.53256 -31.18287 -9.07547 -0.6369
C 1.96900 -31.05262 -7.58417 0.0484
C 2.59959 -29.73910 -7.23858 -0.0681
O 1.87323 -29.25822 -6.11855 -0.4895
C 0.71804 -30.00581 -5.95191 0.9750
O -0.25677 -29.76614 -5.14878 -0.5941
O 0.73614 -31.11365 -6.82475 -0.4724
H 1.43421 -32.24133 -9.31648 0.2336
H 2.30901 -30.76857 -9.71856 0.1946
H 0.57931 -30.80770 -9.44784 0.2276
H 2.85353 -31.68264 -7.49054 0.2038
H 2.44992 -29.11257 -8.11787 0.1677
H 3.67848 -29.77037 -7.08652 0.2123
C 7.91551 -29.41077 -6.90635 -0.6440
C 8.12200 -29.01324 -5.42904 0.0532
C 7.45007 -27.75301 -5.09645 -0.0973
O 6.51183 -28.07932 -3.92207 -0.4820
C 6.53379 -29.30435 -3.70978 0.9772
O 5.84768 -30.02261 -2.98185 -0.5814
O 7.46386 -29.89700 -4.63176 -0.5179
H 7.99657 -28.63289 -7.66557 0.2151
H 6.98795 -29.91478 -7.17785 0.2306
H 8.64189 -30.19126 -7.13287 0.2304
H 9.15694 -28.99374 -5.08754 0.1858
H 6.88283 -27.41996 -5.96559 0.2237
H 8.19286 -27.04463 -4.72963 0.2056
C 3.55201 -22.66163 -4.12547 -0.8252
S 4.01706 -24.39884 -4.73760 1.2978
O 4.26665 -24.21443 -6.20028 -1.1108
C 5.55975 -24.58092 -3.86760 -0.8465
H 4.49631 -22.12453 -4.03650 0.2322
H 2.92936 -22.39551 -3.27131 0.2615
H 2.99611 -22.09013 -4.86874 0.2512
H 6.31619 -23.79810 -3.81198 0.2480
H 6.07759 -25.39540 -4.37413 0.2607
H 5.31579 -24.64029 -2.80691 0.2641
C 2.71232 -25.42289 -11.79553 -0.8150
S 2.13293 -26.10660 -10.15266 1.2506
O 3.30616 -26.22294 -9.23104 -1.0888
C 2.00168 -27.84737 -10.78080 -0.8092
H 3.13351 -24.41755 -11.79596 0.2525
H 1.90894 -25.34215 -12.52776 0.2573
H 3.56746 -26.01638 -12.11894 0.2403
H 1.00913 -28.18818 -11.07543 0.2539
H 2.41449 -28.63031 -10.14464 0.2589
H 2.53029 -27.86825 -11.73381 0.2374
C -0.63455 -24.40417 -6.58734 -0.7937
S 0.48739 -25.92081 -6.57726 1.1869
O 1.84646 -25.44991 -7.03679 -1.1026
C 0.66401 -26.33941 -4.72854 -0.7638
H -1.13424 -24.54888 -7.54518 0.2355
H 0.02224 -23.56940 -6.83204 0.2477
H -1.39074 -24.42477 -5.80257 0.2531
H 1.69125 -26.70389 -4.72490 0.2648
H -0.02393 -27.12145 -4.40721 0.2704
H 0.39776 -25.38887 -4.26629 0.2200



(5)
62
Properties=species:S:1:pos:R:3:nbo_charge:R:1 method="wB97M-V/def2-TZVPD" charge=0 relative_energy_kcal_mol=578.92 orbital_gap_ev=7.601 lumo_ev=-0.25
O -0.37204 -1.52451 -2.32411 -0.5402
C -1.29735 -1.07511 -1.96426 0.7321
N -1.53178 0.35061 -1.88264 -0.6012
C -2.76794 0.76321 -1.26840 0.1032
C -3.12494 1.95777 -1.54573 -0.2223
C -4.30702 2.56614 -0.68392 -0.1573
C -5.11737 1.71175 0.23891 -0.2513
C -4.73096 0.52050 0.10776 -0.1975
C -3.66094 -0.00211 -0.51916 0.0941
N -3.15826 -1.41798 -0.28800 -0.4961
C -3.04800 -1.66772 0.99824 0.8862
O -3.59553 -1.27753 1.86214 -0.5526
C -2.24255 -3.38323 0.98825 -0.7910
H -2.20250 -3.34764 2.20269 0.2546
H -2.82752 -4.00494 0.45802 0.2369
S -0.62736 -3.35094 0.58875 0.3679
C 0.11758 -1.92239 1.02597 0.2663
N -0.81901 -0.88318 1.24418 -0.6053
C -0.24740 0.47165 1.60938 0.2142
C -1.30011 1.44621 1.99455 -0.1620
C -0.89119 2.58263 2.33417 -0.2084
C 0.36927 2.86208 2.95210 -0.2148
C 1.39306 1.86659 2.66540 -0.1487
C 0.93140 0.59661 2.20549 -0.2406
C 1.95929 -0.34784 1.54801 0.6964
O 3.21515 -0.46216 2.09535 -0.6582
N 1.42807 -1.84188 1.17289 -0.4041
C 2.36103 -2.54052 0.71743 -0.2682
C 2.57839 -2.62150 -0.62832 -0.3567
C 3.65845 -1.47456 -0.96101 -0.1244
N 3.02500 -0.01257 -0.93288 -0.4437
C 3.97783 0.87647 -0.73376 -0.2565
C 3.35594 2.29492 -0.40169 -0.0437
O 2.52374 2.48464 -1.56431 -0.5630
C 1.55683 1.54805 -1.79754 -0.0672
C 2.28920 0.46268 -2.01804 -0.2510
H 1.50818 -0.48296 -2.42492 0.1882
H 2.89697 0.36356 -2.67955 0.1798
H 1.02507 1.99237 -2.67089 0.2023
H 0.78882 1.65848 -0.84521 0.1744
H 4.14838 2.96827 -0.14253 0.2045
H 2.54602 2.28857 0.70898 0.1541
H 4.43072 0.59853 0.34671 0.2069
H 4.69468 0.83564 -1.40292 0.1668
H 4.34998 -1.43530 -0.39674 0.1458
H 4.19259 -1.62695 -2.06098 0.1531
H 1.81945 -2.57734 -1.27035 0.2275
H 3.26342 -3.66360 -1.01449 0.2030
H 1.88863 -3.57971 0.85166 0.2100
H 3.10005 -2.52742 1.39911 0.2524
H 2.45971 1.90624 2.85364 0.2416
H 0.82546 3.74469 3.18513 0.2128
H -1.36652 3.44762 2.48096 0.2091
H -2.23692 1.15084 1.71782 0.2145
C -2.51578 -1.97762 -1.37868 -0.2267
H -2.27429 -2.84733 -1.17385 0.1867
H -3.42613 -1.92641 -2.34732 0.1941
H -5.37622 -0.12847 0.92723 0.2398
H -5.85562 2.34274 0.60744 0.2411
H -4.35308 3.68469 -0.55931 0.2072
H -2.46683 2.69455 -2.09983 0.2209
H -0.93720 0.89214 -2.10699 0.3638



(6)
5
Properties=species:S:1:pos:R:3:nbo_charge:R:1 method="wB97M-V/def2-TZVPD" charge=-1 relative_energy_kcal_mol=73.63 orbital_gap_ev="9.401 / 4.739" lumo_ev="4.33 / 2.31"
N -1.23821 1.55929 -1.43995 0.0938
O -1.52376 1.01177 -0.43654 -0.3349
O 0.62836 -0.46899 0.53442 -0.7881
Cl -1.84014 0.80933 -3.13173 -0.3689
H -0.01422 0.02592 0.17547 0.3981



(7)
55
Properties=species:S:1:pos:R:3:nbo_charge:R:1 method="wB97M-V/def2-TZVPD" charge=0 relative_energy_kcal_mol=46.41 orbital_gap_ev=10.013 lumo_ev=0.14
C -3.89922 0.05553 1.36043 -0.6432
C -3.86138 0.22695 -0.16250 -0.0415
C -3.70416 1.66998 -0.59720 -0.6297
N -2.86776 -0.72661 -0.70393 -0.6547
C -1.53671 -0.67977 -0.65784 0.8774
O -1.01640 -1.53250 -1.61874 -0.7598
O -0.85334 0.07040 0.02487 -0.7046
H -3.64758 -0.94855 1.71693 0.2322
H -4.95727 0.03703 1.58667 0.2125
H -3.48412 0.89742 1.98692 0.2219
H -4.86518 -0.20585 -0.54841 0.2062
H -2.76096 2.11863 -0.41321 0.2329
H -4.49657 2.25400 -0.03002 0.2185
H -3.77289 1.82150 -1.67447 0.2080
H -3.32103 -1.43590 -1.27472 0.4355
H -0.16124 -1.94461 -1.31085 0.5230
H 1.48122 1.62839 -1.80841 0.5082
H 2.62115 0.73065 -2.46698 0.4876
O 2.40674 1.50171 -1.97611 -0.9730
H 5.19981 -1.58162 -1.07602 0.4920
H 4.42885 -2.83617 -1.21353 0.4669
O 5.22806 -2.42294 -1.59166 -0.9696
H -1.37455 0.26325 -4.44655 0.4703
H -2.27982 1.46768 -4.73534 0.4681
O -1.50892 0.97874 -5.06906 -0.9371
H -4.13222 -2.96470 -2.79951 0.4798
H -4.08473 -3.58664 -1.42971 0.4801
O -4.46231 -2.87154 -1.92031 -0.9361
H 4.98921 -0.45066 1.44480 0.4752
H 4.47774 0.41296 0.24195 0.5026
O 4.94823 -0.41085 0.50665 -1.0095
H 1.42049 4.43086 1.13986 0.4684
H 1.83725 3.06065 0.95066 0.4728
O 1.10083 3.55251 1.29226 -0.9399
H 0.27194 1.99431 -0.42330 0.5075
H -0.68846 1.52166 -1.62551 0.4854
O -0.11489 2.18106 -1.29401 -0.9556
H -1.44003 -0.46493 1.89947 0.4843
H -0.51808 0.09910 2.98543 0.4919
O -1.02572 -0.67856 2.75384 -0.9956
H 1.03657 -1.14643 3.77551 0.4820
H 1.47615 -0.92587 5.11099 0.4604
O 1.82783 -0.84404 4.23254 -0.9442
H 2.90223 -4.34551 0.56173 0.4794
H 3.85542 -3.51706 1.41807 0.4903
O 3.16939 -3.38921 0.77581 -0.9601
H 3.41974 1.96934 -0.88079 0.5142
H 4.94535 2.46121 -0.26213 0.4979
O 4.10123 2.01606 -0.19131 -1.0304
H 0.27268 2.18616 3.87164 0.4940
H -1.28724 2.47738 3.56492 0.4892
O -0.59840 1.81389 3.69077 -0.9691
H 1.77961 -2.45972 -0.26838 0.5101
H 2.02510 -1.38365 -1.27112 0.4815
O 1.49837 -2.14513 -1.15108 -0.9546



(8)
22
Properties=species:S:1:pos:R:3:nbo_charge:R:1 method="wB97M-V/def2-TZVPD" charge=0 relative_energy_kcal_mol=24.82 orbital_gap_ev=10.205 lumo_ev=0.39 smiles="C[C@@H](N)C(=O)O.O.O.O"
C 1.18689 1.54145 -1.20871 -0.6336
C 0.34024 0.90130 -0.08675 -0.1477
N 0.17874 1.78682 1.07462 -0.8538
C -1.07993 0.60890 -0.64187 0.8039
O -1.58487 -0.47224 -0.72788 -0.6012
O -1.70456 1.77576 -0.87427 -0.7120
H 0.80570 1.41196 -2.22108 0.2466
H 0.84480 2.60042 -1.27160 0.2080
H 2.21502 1.51906 -0.88760 0.2312
H 0.74921 -0.06386 0.18793 0.2090
H 0.65298 2.67043 0.99228 0.3716
H -0.78860 1.98244 1.28338 0.3722
H -2.55677 1.75556 -1.31321 0.5053
O 0.81812 -1.67571 -1.60023 -0.9629
H 0.10905 -1.87728 -0.99107 0.4841
H 0.95348 -2.51947 -2.08755 0.4723
O 0.13162 -1.31716 2.94280 -0.9498
H 0.00469 -0.41031 2.64453 0.4855
H 0.97122 -1.59199 2.58420 0.4770
O -0.51204 -3.18129 0.72997 -0.9679
H -0.57201 -2.47184 1.41289 0.4947
H -1.16298 -2.97293 0.05920 0.4676